[1]
{
  "formula": "C41H51N10OPRuS",
  "method": "ωB97M-V/def2-TZVPD",
  "species": ["Ru", "C", "C", "C", "C", "C", "C", "C", "N", "N", "C", "C", "C", "C", "C", "C", "N", "C", "C", "C", "C", "C", "C", "N", "H", "H", "H", "H", "H", "H", "H", "H", "H", "H", "H", "H", "H", "H", "H", "H", "H", "H", "H", "H", "N", "C", "C", "C", "C", "C", "C", "N", "C", "C", "C", "S", "C", "N", "H", "H", "H", "H", "H", "H", "H", "O", "P", "N", "C", "C", "C", "C", "N", "C", "C", "C", "C", "N", "C", "C", "C", "C", "H", "H", "H", "H", "H", "H", "H", "H", "H", "H", "H", "H", "H", "H", "H", "H", "H", "H", "H", "H", "H", "H", "H", "H"],
  "coordinates": [[-0.1324, 0.3309, -0.3871], [2.5335, -1.5284, 0.1480], [2.3837, -1.2929, -1.3501], [1.3058, -2.1881, -1.8898], [1.5795, -3.3155, -2.6494], [0.5275, -4.1013, -3.0933], [-0.7665, -3.7418, -2.7508], [-0.9519, -2.6228, -1.9580], [0.0583, -1.8598, -1.5337], [1.3853, -1.0366, 0.9809], [0.6019, -2.1668, 1.5280], [-0.9050, -2.0230, 1.4580], [-1.6934, -2.9411, 2.1447], [-3.0684, -2.8689, 2.0473], [-3.6386, -1.8791, 1.2545], [-2.7937, -1.0139, 0.5927], [-1.4606, -1.0866, 0.6870], [1.9586, -0.1496, 2.0689], [1.3052, -0.2522, 3.4357], [2.1410, -0.3175, 4.5489], [1.5853, -0.5711, 5.7936], [0.2183, -0.7766, 5.8796], [-0.5326, -0.6793, 4.7183], [-0.0134, -0.4059, 3.5216], [2.6232, -2.6057, 0.3003], [3.4563, -1.0851, 0.5157], [2.1480, -0.2421, -1.5556], [3.3365, -1.4974, -1.8398], [2.6037, -3.5715, -2.8881], [0.7147, -4.9791, -3.6974], [-1.6189, -4.3192, -3.0799], [-1.9442, -2.3403, -1.6275], [0.8579, -3.0650, 0.9619], [0.8782, -2.3675, 2.5626], [-1.2225, -3.7010, 2.7557], [-3.6914, -3.5784, 2.5757], [-4.7102, -1.7907, 1.1422], [-3.1804, -0.2378, -0.0568], [2.9893, -0.4630, 2.2475], [2.0033, 0.8657, 1.6757], [3.2122, -0.2105, 4.4398], [2.2129, -0.6435, 6.6721], [-0.2517, -1.0203, 6.8233], [-1.6033, -0.8530, 4.7431], [-2.7207, 2.4011, -2.9050], [-2.6117, 3.5852, -2.2229], [-3.3782, 4.7672, -2.2851], [-2.8637, 5.8582, -1.6252], [-1.6259, 5.7819, -0.9568], [-0.9004, 4.5857, -0.8686], [-1.4375, 3.4615, -1.4706], [-0.8734, 2.2032, -1.6590], [-1.6318, 1.6397, -2.5845], [-1.0821, 0.5923, -3.4440], [-1.6054, 0.0540, -4.5817], [-0.3719, -0.7307, -5.4482], [0.7512, -0.2858, -4.2429], [0.2585, 0.3776, -3.2411], [-3.3892, 2.2013, -3.6349], [-4.2990, 4.8294, -2.8504], [-3.3892, 6.8026, -1.6632], [-1.2106, 6.6895, -0.5356], [0.0760, 4.5499, -0.4123], [-2.6164, 0.0907, -4.9561], [1.7963, -0.5456, -4.3322], [-0.8502, 1.7807, 1.0973], [-1.3144, 2.8927, 1.9963], [-0.1882, 4.0807, 1.9749], [-0.3606, 5.4142, 2.6063], [1.0688, 5.9072, 2.8465], [1.8993, 5.1579, 1.8051], [1.2416, 3.7831, 1.7487], [-1.4722, 2.4501, 3.6044], [-0.4905, 2.7573, 4.6653], [-1.3501, 3.0011, 5.9005], [-2.4802, 1.9929, 5.7121], [-2.7619, 2.0676, 4.2142], [-2.7812, 3.4365, 1.4987], [-3.7994, 2.5041, 0.9758], [-5.1012, 2.9472, 1.6321], [-4.9316, 4.4629, 1.7358], [-3.4348, 4.6708, 2.0027], [-0.9300, 5.3451, 3.5355], [-0.9041, 6.0787, 1.9335], [1.4019, 5.6506, 3.8534], [1.1396, 6.9876, 2.7451], [2.9501, 5.0896, 2.0762], [1.8380, 5.6558, 0.8349], [1.6413, 3.1335, 2.5356], [1.3780, 3.2749, 0.7937], [0.1350, 3.6013, 4.3893], [0.1638, 1.8923, 4.8176], [-1.7382, 4.0225, 5.8975], [-0.7942, 2.8550, 6.8237], [-3.3675, 2.2170, 6.2996], [-2.1392, 0.9957, 5.9880], [-3.5097, 2.8345, 4.0073], [-3.1316, 1.1270, 3.7985], [-3.5264, 1.4739, 1.1916], [-3.8719, 2.6190, -0.1115], [-5.2094, 2.4983, 2.6189], [-5.9709, 2.6629, 1.0431], [-5.5464, 4.9070, 2.5153], [-5.2046, 4.9372, 0.7921], [-3.2209, 4.8205, 3.0641], [-3.0593, 5.5424, 1.4657]],
  "forces_ev_per_a": [[-0.4, 0.4, 0.3], [0.2, -0.2, 0.0], [-0.1, -0.2, 0.2], [0.2, 0.1, 0.0], [0.0, 0.1, 0.1], [0.0, 0.0, 0.0], [0.0, 0.1, 0.1], [-0.2, -0.1, 0.1], [0.0, 0.4, 0.0], [0.0, 0.7, 0.0], [-0.4, -0.4, -0.4], [0.4, -0.2, 0.2], [0.1, 0.1, 0.0], [0.0, 0.0, 0.0], [0.1, 0.1, -0.1], [-0.4, 0.1, -0.1], [0.1, 0.0, 0.1], [0.0, -0.2, 0.3], [0.1, 0.0, 0.1], [-0.1, 0.0, -0.1], [0.0, 0.0, 0.0], [0.0, 0.0, 0.0], [-0.1, 0.0, -0.1], [0.0, 0.0, 0.0], [0.2, 0.1, 0.1], [-0.1, 0.1, -0.2], [0.0, 0.1, -0.1], [0.0, 0.0, 0.0], [0.0, 0.0, 0.0], [0.0, 0.0, 0.0], [0.0, 0.0, 0.0], [0.0, 0.0, -0.1], [-0.1, 0.0, -0.1], [0.0, -0.1, -0.1], [0.0, 0.0, 0.0], [0.0, 0.0, 0.0], [0.0, 0.0, 0.0], [-0.1, 0.0, 0.0], [0.0, 0.1, -0.2], [-0.1, 0.2, 0.1], [0.0, 0.0, 0.0], [0.0, 0.0, 0.0], [0.0, 0.0, 0.0], [0.0, 0.0, 0.0], [0.4, -1.1, -0.1], [-0.3, 0.8, 0.2], [0.3, -0.8, 0.0], [0.3, -0.1, 0.2], [0.5, -0.7, 0.1], [-0.3, 1.2, 0.1], [0.0, 0.5, 0.2], [-0.2, -0.5, 0.0], [-0.8, 0.1, -0.8], [-0.2, 0.2, 0.1], [0.0, -0.1, 0.2], [0.1, 0.0, -0.1], [0.1, -0.2, -0.1], [0.0, -0.1, 0.0], [0.1, 0.0, 0.0], [0.1, -0.1, 0.0], [0.0, 0.0, 0.0], [0.0, -0.1, 0.0], [-0.1, 0.1, 0.0], [0.0, 0.0, 0.0], [0.0, 0.0, 0.0], [0.9, -1.9, -1.3], [-0.6, 1.3, 2.5], [0.2, -0.1, 0.0], [0.0, -0.1, 0.0], [0.0, 0.0, 0.0], [0.0, 0.0, 0.0], [-0.2, 0.1, 0.1], [0.0, 0.6, -0.8], [0.1, -0.3, -0.1], [0.1, 0.0, -0.1], [0.0, 0.1, 0.0], [-0.1, -0.1, -0.3], [0.0, -0.3, 0.0], [0.0, 0.2, -0.2], [0.0, 0.0, 0.0], [0.1, 0.0, 0.0], [0.2, 0.1, 0.0], [0.0, 0.0, 0.0], [0.0, 0.0, -0.1], [0.0, 0.0, 0.0], [0.0, 0.0, 0.0], [0.0, 0.0, 0.0], [0.0, 0.0, 0.0], [0.0, 0.0, 0.0], [0.1, 0.0, -0.1], [0.0, 0.1, 0.0], [0.0, 0.1, 0.1], [0.0, 0.0, 0.0], [0.0, 0.0, 0.0], [0.0, 0.0, 0.0], [0.0, 0.0, 0.0], [-0.1, 0.0, 0.0], [0.0, -0.1, 0.0], [0.0, -0.1, 0.1], [0.0, -0.1, 0.0], [0.0, 0.0, 0.0], [0.0, 0.0, 0.0], [0.0, 0.0, 0.0], [0.0, 0.0, 0.0], [0.0, -0.1, 0.0], [0.0, 0.0, 0.0]],
  "lowdin_charge": [1.71, -0.15, -0.12, -0.32, 0.02, 0.00, -0.01, -0.11, 0.02, -0.17, -0.11, -0.26, 0.01, 0.00, -0.01, -0.14, -0.04, -0.09, -0.29, 0.00, -0.02, -0.03, -0.14, 0.10, 0.14, 0.13, 0.09, 0.14, 0.14, 0.13, 0.13, 0.11, 0.14, 0.14, 0.14, 0.13, 0.13, 0.11, 0.12, 0.10, 0.13, 0.13, 0.12, 0.12, 0.20, -0.19, 0.01, -0.05, -0.05, -0.01, -0.23, 0.06, -0.29, -0.36, -0.31, 1.14, -0.43, -0.01, 0.18, 0.13, 0.12, 0.12, 0.09, 0.09, 0.10, -0.39, 0.59, -0.21, -0.17, -0.14, -0.15, -0.21, -0.15, -0.17, -0.13, -0.15, -0.18, -0.17, -0.19, -0.15, -0.13, -0.16, 0.11, 0.10, 0.12, 0.12, 0.12, 0.12, 0.11, 0.09, 0.09, 0.09, 0.12, 0.12, 0.13, 0.09, 0.10, 0.11, 0.08, 0.10, 0.10, 0.12, 0.12, 0.11, 0.11, 0.10],
  "relative_energy_kcal_mol": 88.8,
  "e_tot_ev": -82976.9725,
  "multiplicity": 6,
  "charge": 3,
  "orbital_gap_ev": [8.1, 4.6],
  "fmax_ev_per_a": 2.929
}

[2]
{
  "formula": "C41H51NO8P4S4W",
  "method": "ωB97M-V/def2-TZVPD",
  "species": ["W", "S", "P", "C", "P", "S", "C", "C", "C", "C", "C", "C", "C", "C", "C", "C", "C", "C", "C", "C", "C", "C", "C", "C", "C", "C", "C", "C", "C", "C", "H", "H", "H", "H", "H", "H", "H", "H", "H", "H", "H", "H", "H", "H", "H", "H", "H", "H", "H", "H", "N", "C", "C", "P", "O", "O", "O", "P", "O", "O", "O", "H", "H", "H", "H", "H", "H", "H", "H", "C", "C", "S", "O", "C", "C", "H", "H", "H", "H", "H", "H", "H", "H", "H", "H", "O", "S", "C", "C", "C", "C", "H", "H", "H", "H", "H", "H", "H", "H", "C", "C", "C", "C", "C", "C", "H", "H", "H", "H", "H"],
  "coordinates": [[0.0140, 0.6756, 0.0483], [3.2681, 0.7826, 1.6215], [2.2765, -0.9094, 1.7429], [0.9503, -1.2318, 0.5810], [1.6428, -1.2465, -1.0496], [2.1347, 0.5843, -1.7117], [0.3592, -2.0730, -2.0664], [0.3031, -1.9046, -3.4449], [-0.5389, -2.6942, -4.2112], [-1.3219, -3.6664, -3.6102], [-1.2862, -3.8305, -2.2322], [-0.4496, -3.0370, -1.4623], [3.0428, -2.3654, -1.3894], [4.3383, -1.8665, -1.3111], [5.4153, -2.7225, -1.4790], [5.2016, -4.0703, -1.7270], [3.9093, -4.5678, -1.8044], [2.8283, -3.7208, -1.6273], [1.4332, -1.0574, 3.3716], [0.6691, 0.0172, 3.8152], [-0.0195, -0.0502, 5.0149], [0.0665, -1.1912, 5.7994], [0.8520, -2.2543, 5.3816], [1.5319, -2.1917, 4.1726], [3.4971, -2.2761, 1.8347], [4.8225, -1.9705, 2.1223], [5.7606, -2.9828, 2.2554], [5.3810, -4.3074, 2.1013], [4.0620, -4.6168, 1.8025], [3.1224, -3.6064, 1.6682], [0.9384, -1.1571, -3.9071], [-0.5816, -2.5602, -5.2848], [-1.9613, -4.2989, -4.2130], [-1.8920, -4.5921, -1.7559], [-0.3811, -3.1782, -0.3905], [4.4884, -0.8108, -1.1185], [6.4261, -2.3414, -1.4074], [6.0441, -4.7388, -1.8530], [3.7448, -5.6216, -1.9927], [1.8198, -4.1092, -1.6868], [0.6334, 0.9161, 3.2240], [-0.6326, 0.7852, 5.3316], [-0.4710, -1.2518, 6.7376], [0.9279, -3.1418, 5.9979], [2.1380, -3.0272, 3.8512], [5.1073, -0.9332, 2.2404], [6.7910, -2.7327, 2.4762], [6.1152, -5.0964, 2.2082], [3.7691, -5.6512, 1.6701], [2.0899, -3.8416, 1.4347], [0.9867, 5.4487, 0.4335], [-0.2060, 4.8559, 1.1712], [-0.8445, 5.9499, 2.0067], [-1.3258, 4.1963, -0.1561], [-2.8073, 4.3852, 0.4315], [-1.0887, 5.0817, -1.3161], [-1.0798, 2.7133, -0.3166], [0.6741, 3.5588, 2.1949], [-0.2283, 3.3321, 3.4996], [1.9410, 4.2691, 2.5422], [0.7565, 2.3067, 1.3784], [0.8641, 6.4402, 0.2470], [1.1086, 4.9818, -0.4656], [1.8016, 5.2372, 1.0954], [-1.2974, 6.7054, 1.3604], [-0.1051, 6.4180, 2.6611], [-1.6327, 5.5327, 2.6287], [-3.1071, 3.6162, 0.9383], [0.2148, 3.7160, 4.2721], [-2.9181, 1.3104, -4.7823], [-1.4067, 1.4311, -4.6204], [-1.0167, 2.1802, -2.9976], [-0.6550, 0.9487, -2.1640], [0.5994, 2.8803, -3.4751], [0.4919, 4.1242, -4.3428], [-3.1774, 1.0866, -5.8173], [-3.4054, 2.2469, -4.5034], [-3.2925, 0.5082, -4.1493], [-0.9820, 2.0868, -5.3798], [-0.9117, 0.4602, -4.6339], [1.1510, 2.0716, -3.9516], [1.0780, 3.1013, -2.5213], [0.1654, 3.8896, -5.3566], [1.4722, 4.5967, -4.4145], [-0.2090, 4.8337, -3.9079], [-2.8074, -0.8308, -2.8278], [-2.6669, -0.6119, -1.3687], [-3.9774, -1.7211, -0.6563], [-5.1342, -0.8563, -0.1723], [-5.1233, 0.3871, -1.0561], [-3.6896, 0.8737, -1.0176], [-3.5273, -2.3250, 0.1288], [-4.2538, -2.3498, -1.5006], [-4.9779, -0.5753, 0.8716], [-6.0842, -1.3880, -0.2466], [-5.8226, 1.1502, -0.7113], [-5.3807, 0.1084, -2.0815], [-3.4075, 1.2167, -0.0251], [-3.4436, 1.6284, -1.7596], [-3.5418, -0.1662, 3.4353], [-2.9061, -1.2094, 2.7791], [-1.9231, -0.9493, 1.8356], [-1.5233, 0.3524, 1.4890], [-2.1867, 1.3758, 2.1855], [-3.1700, 1.1364, 3.1318], [-4.3028, -0.3623, 4.1800], [-3.1765, -2.2342, 3.0065], [-1.4196, -1.7875, 1.3679], [-1.9039, 2.4029, 2.0068], [-3.6381, 1.9678, 3.6471]],
  "forces_ev_per_a": [[-0.1, 2.0, -0.4], [0.1, -0.1, 0.1], [-0.1, -0.2, 0.9], [0.7, 1.8, -1.1], [0.1, -0.9, -0.4], [-0.2, -0.1, 0.4], [0.0, 0.0, 0.1], [0.1, 0.1, 0.1], [0.1, 0.0, -0.1], [-0.1, -0.1, 0.1], [0.0, -0.1, -0.1], [0.1, 0.1, 0.0], [0.0, 0.0, 0.3], [0.0, 0.0, -0.1], [0.1, 0.0, 0.0], [0.0, 0.0, 0.0], [0.0, -0.1, 0.0], [0.1, 0.0, -0.1], [0.2, 0.0, -0.1], [0.1, 0.0, 0.1], [-0.1, 0.0, 0.0], [0.0, 0.0, 0.0], [-0.1, -0.1, 0.0], [-0.1, 0.0, -0.1], [-0.3, -0.1, -0.2], [0.0, 0.0, 0.1], [0.0, 0.0, 0.0], [0.0, 0.0, 0.0], [0.0, -0.1, 0.0], [0.0, 0.1, 0.0], [0.0, 0.0, 0.0], [0.0, 0.0, 0.0], [0.0, 0.0, 0.0], [0.0, 0.0, 0.0], [-0.1, 0.1, 0.0], [0.0, 0.0, 0.1], [0.0, 0.0, 0.0], [0.0, 0.0, 0.0], [0.0, 0.0, 0.0], [0.1, 0.0, 0.0], [0.0, 0.0, 0.0], [0.0, 0.0, 0.0], [0.0, 0.0, 0.0], [0.0, 0.0, 0.0], [0.0, 0.0, 0.1], [0.0, 0.0, 0.0], [0.0, 0.0, 0.0], [0.0, 0.0, 0.0], [0.0, 0.0, 0.0], [0.0, 0.0, 0.0], [0.4, -0.3, 0.4], [-0.1, -0.5, -0.1], [0.0, 0.1, 0.1], [0.0, -0.6, -0.2], [0.0, 0.1, 0.2], [0.1, 0.2, -0.2], [-0.1, 0.0, 0.1], [0.4, 0.4, 0.0], [0.1, 0.0, 0.0], [-0.1, 0.0, 0.0], [-0.5, -1.3, -0.7], [-0.1, 0.0, 0.0], [0.0, 0.1, -0.1], [-0.3, 0.3, -0.3], [0.0, 0.0, 0.0], [0.0, 0.0, 0.0], [0.0, 0.0, 0.0], [0.1, 0.0, -0.2], [-0.1, -0.1, -0.1], [0.0, 0.0, -0.1], [-0.4, 0.1, 0.3], [0.6, -0.1, -0.7], [0.0, -0.5, 1.1], [-0.2, 0.0, 0.1], [-0.2, -0.1, 0.0], [0.1, 0.0, 0.0], [0.0, 0.0, -0.1], [0.0, 0.2, -0.1], [0.1, 0.0, 0.1], [0.1, 0.0, 0.1], [0.0, 0.0, 0.1], [0.0, 0.0, 0.0], [0.0, 0.0, 0.0], [0.0, 0.0, 0.0], [0.0, 0.1, 0.1], [0.2, -0.4, -0.4], [-1.0, 0.0, 0.5], [0.4, 0.1, 0.2], [-0.1, 0.1, -0.1], [0.0, -0.1, 0.0], [0.2, -0.3, 0.1], [-0.1, -0.1, 0.0], [0.1, 0.0, -0.1], [0.0, 0.0, 0.0], [0.0, -0.1, 0.1], [0.0, 0.0, 0.0], [-0.1, 0.1, 0.0], [0.0, 0.1, 0.0], [0.1, 0.0, 0.0], [0.0, 0.0, 0.0], [-0.1, 0.0, 0.1], [0.2, -0.1, -0.1], [-0.4, -0.1, 0.5], [0.1, 0.0, -0.1], [0.0, 0.0, 0.0], [0.0, 0.0, 0.0], [0.0, 0.0, 0.0], [0.0, 0.0, 0.0], [0.0, 0.0, 0.0], [0.0, 0.0, 0.0]],
  "lowdin_charge": [1.53, 0.31, 0.39, -0.61, 0.40, 0.36, -0.37, -0.09, -0.08, -0.08, -0.09, -0.14, -0.33, -0.10, -0.07, -0.08, -0.08, -0.08, -0.31, -0.11, -0.08, -0.09, -0.09, -0.07, -0.36, -0.11, -0.08, -0.09, -0.09, -0.12, 0.10, 0.11, 0.11, 0.11, 0.09, 0.08, 0.11, 0.10, 0.10, 0.10, 0.05, 0.10, 0.10, 0.10, 0.09, 0.05, 0.10, 0.10, 0.10, 0.11, 0.16, -0.48, -0.08, 0.31, -0.12, -0.29, -0.47, 0.34, -0.12, -0.29, -0.48, 0.16, 0.14, 0.13, 0.09, 0.09, 0.08, 0.06, 0.10, -0.14, -0.33, 1.00, -0.78, -0.42, -0.12, 0.08, 0.07, 0.03, 0.08, 0.09, 0.07, 0.05, 0.06, 0.08, 0.07, -0.51, 0.91, -0.27, -0.22, -0.22, -0.29, 0.07, 0.09, 0.10, 0.11, 0.12, 0.12, 0.06, 0.07, -0.09, -0.09, -0.16, -0.33, -0.16, -0.08, 0.10, 0.11, 0.07, 0.05, 0.10],
  "relative_energy_kcal_mol": 65.8,
  "e_tot_ev": -143540.9149,
  "multiplicity": 3,
  "orbital_gap_ev": [6.2, 6.8],
  "fmax_ev_per_a": 2.223
}